40
Properties=species:S:1:pos:R:3:forces:R:3 method="wB97M-V/def2-TZVPD" de_lowest_ev=3.2981 multiplicity=1 charge=0 mol_weight_g_mol=529.85 orbital_gap_ev=7.6
Sr 1.415127 -0.824689 0.046918 -4.4 5.7 -3.3
O 3.111299 -4.094049 -0.264891 -0.5 0.2 0.0
S 2.007164 -3.254844 -0.745031 0.7 -1.8 -1.5
O 1.210688 -3.777247 -1.814344 -0.1 -0.2 -0.1
O 1.093808 -2.862794 0.425792 0.5 -2.5 -0.5
O 2.678109 -1.924216 -1.220421 0.6 -2.3 -0.9
C -1.473659 3.155555 -2.864079 0.0 0.0 0.0
C -0.297087 2.221864 -2.630688 0.1 -0.1 0.0
As -0.453826 1.007766 -1.106429 -1.4 1.4 -0.7
C -1.074835 2.269483 0.263485 0.4 -0.3 0.2
C 0.082382 3.088718 0.825634 0.0 0.0 -0.1
C -2.178446 0.170849 -1.498799 0.3 -0.4 0.0
C -2.113068 -0.653049 -2.781793 0.0 0.1 0.0
H -1.362013 3.679086 -3.815413 0.0 0.0 0.0
H -1.544680 3.912081 -2.082372 0.0 0.0 0.0
H -2.419423 2.612936 -2.894022 0.0 0.0 0.0
H 0.624943 2.778750 -2.458958 0.0 0.0 -0.2
H -0.129807 1.570733 -3.489284 0.1 0.1 -0.1
H -1.486396 1.628916 1.046166 -0.2 0.1 0.0
H -1.858170 2.901035 -0.147837 -0.1 -0.1 0.0
H 0.858646 2.432640 1.221722 0.0 0.0 0.1
H -0.243976 3.747947 1.631039 0.0 0.0 0.0
H 0.537264 3.707843 0.048853 0.0 0.0 0.0
H -2.957672 0.929229 -1.533737 -0.1 0.0 0.1
H -2.351792 -0.488930 -0.645890 -0.2 0.1 0.0
H -2.004787 -0.008527 -3.655668 0.0 0.0 0.0
H -3.016329 -1.249185 -2.914248 0.0 0.0 0.0
H -1.264529 -1.340052 -2.768364 0.0 0.0 0.0
Se 3.814297 -2.123371 1.149232 1.8 -0.2 2.6
N 3.169668 -3.006698 2.529593 -0.5 0.3 -0.3
C 2.096935 -2.308944 2.959419 0.3 0.1 0.1
C 1.063152 -2.772249 3.811969 0.3 -0.1 -0.2
C -0.061442 -2.009833 3.912413 -0.2 0.3 0.0
C -0.198234 -0.813252 3.154362 0.0 -0.3 0.3
N 0.740604 -0.315307 2.387597 0.8 0.0 0.9
C 1.920756 -1.017969 2.379762 1.2 0.3 1.4
N 2.948388 -0.624412 1.559358 0.8 -0.5 2.2
H 1.140073 -3.743179 4.282493 0.1 0.0 0.1
H -0.890175 -2.339438 4.523285 0.0 0.0 0.0
H -1.132955 -0.263196 3.173174 -0.1 -0.1 0.0

31
Properties=species:S:1:pos:R:3:forces:R:3 method="wB97M-V/def2-TZVPD" de_lowest_ev=0.2504 multiplicity=1 charge=+1 mol_weight_g_mol=290.16 orbital_gap_ev=8.6
Cs 0.709543 0.230409 4.241006 -0.2 -0.1 -0.3
C 0.250764 2.309844 1.331654 -0.8 -0.5 0.8
C -0.023186 1.258538 0.248848 0.4 0.9 -1.0
C 1.196383 1.288025 -0.690136 0.1 0.3 -0.5
C 1.185713 0.161771 -1.701569 0.1 -0.1 -0.1
C 1.205710 -1.200550 -0.999986 -0.8 0.8 -0.9
C -0.017089 -1.323524 -0.062730 0.3 -0.3 0.1
N -0.119255 -0.104928 0.766611 0.9 0.4 1.3
O -1.160030 -0.197825 1.736692 -0.2 0.0 -0.6
C -1.289825 -1.648500 -0.874731 -0.2 0.0 1.0
C 0.264587 -2.491678 0.887423 -0.2 -0.5 -0.1
C -1.263011 1.710936 -0.539032 -0.6 -0.7 0.0
H 1.128714 2.061064 1.933252 0.2 0.1 -0.2
H -0.604651 2.390469 2.014857 0.0 -0.1 0.0
H 0.352736 3.310440 0.919214 0.3 -0.1 -0.3
H 1.216462 2.244380 -1.222727 -0.2 0.0 0.1
H 2.134040 1.276409 -0.125370 -0.1 -0.2 0.2
H 1.996520 0.287075 -2.422817 0.2 -0.2 0.3
H 0.295393 0.207644 -2.337246 -0.1 0.1 0.2
H 2.147455 -1.383626 -0.489249 0.0 0.0 0.1
H 1.077022 -1.911518 -1.819898 0.2 -0.5 0.4
H -1.321753 -2.720068 -1.060917 0.1 0.1 -0.5
H -2.173468 -1.494217 -0.243533 0.0 0.2 -0.2
H -1.397120 -1.061815 -1.780293 0.0 -0.1 -0.1
H -0.471877 -2.591074 1.685133 -0.1 0.0 -0.1
H 0.230877 -3.402793 0.286055 0.0 -0.1 0.2
H 1.256360 -2.469475 1.342977 0.0 0.3 -0.1
H -1.155582 2.661182 -1.056061 0.3 0.1 0.1
H -2.159880 1.799219 0.083954 0.2 0.0 0.1
H -1.499822 0.946505 -1.280289 0.0 0.2 -0.1
H -1.991730 -0.142313 1.228922 0.1 0.0 0.4

13
Properties=species:S:1:pos:R:3:forces:R:3 method="wB97M-V/def2-TZVPD" de_lowest_ev=2.5719 multiplicity=1 charge=0 mol_weight_g_mol=98.11 smiles="C[C@]1(N)C=NN=N1" orbital_gap_ev=9.1
C 0.210222 -0.188566 -1.439898 -0.3 0.1 0.4
C 0.034317 0.133215 0.038936 -1.9 0.1 0.1
N 0.708840 1.330823 0.398032 0.2 0.1 0.2
C 0.267391 -1.048656 0.912675 -1.0 -0.2 0.4
N -0.752214 -1.398381 1.618188 2.3 -0.4 -0.4
N -1.756704 -0.437091 1.405376 -2.3 0.1 0.6
N -1.590268 0.327584 0.489589 2.7 0.4 -1.2
H 1.269179 -0.183494 -1.685160 0.1 0.0 0.0
H -0.290103 0.572871 -2.032716 0.0 0.1 -0.1
H -0.218743 -1.157445 -1.680357 0.0 -0.1 -0.1
H 0.487683 1.625137 1.345352 0.1 0.0 -0.2
H 0.482365 2.089541 -0.235015 0.0 -0.1 0.0
H 1.148036 -1.665538 0.864999 0.2 -0.1 0.2

12
Properties=species:S:1:pos:R:3:forces:R:3 method="wB97M-V/def2-TZVPD" de_lowest_ev=2.2293 multiplicity=1 charge=-1 mol_weight_g_mol=154.19 orbital_gap_ev=6.6
C -0.789977 -0.398304 -2.084260 -1.4 0.9 -1.8
C -0.247110 0.759475 0.511141 -0.6 3.9 1.3
N 0.121852 -0.848458 -1.515740 2.8 -2.4 1.2
O 2.262309 0.368274 0.525615 0.9 0.7 3.6
O -1.597334 0.048263 -2.790157 -1.4 0.6 -0.8
O 0.621347 -1.402898 1.217658 0.2 -0.4 0.8
S -1.807656 0.712398 1.534540 0.6 -0.5 -0.4
S 0.949390 0.023505 1.511133 0.8 -0.2 -0.6
H -0.076758 1.892607 0.508667 0.3 -1.2 -0.3
H 2.022197 0.236318 -0.347826 -1.1 -0.5 -3.1
H 0.160259 -0.794981 -0.474834 -0.1 -0.2 -0.5
H -1.618516 -0.596198 1.404063 -0.9 -0.6 0.4

8
Properties=species:S:1:pos:R:3:forces:R:3 method="wB97M-V/def2-TZVPD" de_lowest_ev=0.7583 multiplicity=1 charge=0 mol_weight_g_mol=252.85 smiles=F[C@H](Br)CI orbital_gap_ev=9.7
F 0.537876 -1.740639 0.121533 -0.3 0.3 -0.5
C 0.442736 -0.467980 -0.378014 1.3 -0.4 -1.1
Br 2.353706 0.246983 -0.306660 -0.7 0.0 0.5
C -0.550423 0.317951 0.433069 1.7 4.5 1.4
I -2.561984 0.473149 -0.308118 0.5 -0.4 0.1
H 0.428216 -0.450721 -1.516371 -1.0 -0.3 1.7
H -0.521928 0.060121 1.564479 -0.1 0.1 -2.2
H -0.128196 1.561134 0.390079 -1.4 -3.9 0.1